Entry 1:
Computed, not measured: 2 unconnected molecules or ions with the total composition C11H15N, with the ωB97M-V functional and the def2-TZVPD basis.

CARTESIAN COORDINATES (ANGSTROEM)
C -2.154 -0.793 1.286
C 1.000 1.132 0.820
C 0.232 0.143 1.424
C -1.121 0.233 0.963
C -1.122 1.277 0.103
C 2.366 1.331 0.902
C 3.005 0.559 1.877
C 2.248 -0.420 2.586
C 0.908 -0.585 2.431
N 0.117 1.843 -0.032
H 2.910 2.009 0.264
H 4.031 0.864 2.020
H 0.382 2.416 -0.808
H 2.710 -1.003 3.375
H -2.002 1.593 -0.436
H 0.388 -1.314 3.042
H -3.166 -0.606 0.944
H -2.241 -1.014 2.350
H -1.716 -1.725 0.894
C -1.454 -1.065 -2.697
C -0.181 -0.367 -3.233
H -1.713 -1.001 -1.641
H -2.293 -0.616 -3.248
H -1.460 -2.108 -2.982
H -0.229 0.717 -3.237
H 0.704 -0.735 -2.725
H -0.148 -0.764 -4.242

Results
lowest unoccupied orbital energy	0.93	eV
HOMO	-7.78	eV
energy relative to the best compared isomer or geometry (same formula, charge and spin)	16.0	kcal/mol
orbital gap	8.702	eV

=====

Entry 2:
Computed, not measured: 2 unconnected molecules or ions with the total composition C11H15N, with the ωB97M-V functional and the def2-TZVPD basis.

CARTESIAN COORDINATES (ANGSTROEM)
C 3.850 0.767 -2.685
C 2.752 0.660 -1.659
H 3.955 -0.109 -3.319
H 3.849 1.707 -3.226
H 4.770 0.778 -2.074
H 1.797 0.316 -2.087
H 2.500 1.652 -1.276
H 2.923 0.042 -0.781
C -0.427 -2.747 -0.039
C -1.490 0.312 1.858
C -1.536 -0.462 0.693
C -0.567 -1.548 0.830
C 0.003 -1.335 2.044
C -2.860 2.022 0.954
C -2.078 1.580 1.982
C -2.906 1.233 -0.232
C -2.271 0.035 -0.418
N -0.559 -0.269 2.708
H -3.216 3.041 0.901
H -2.059 2.122 2.922
H -3.567 1.637 -0.996
H -2.292 -0.489 -1.359
H -0.213 0.046 3.587
H 0.922 -1.718 2.456
H -0.610 -2.552 -1.097
H -1.201 -3.461 0.252
H 0.529 -3.260 0.060

Results
lowest unoccupied orbital energy	0.88	eV
HOMO	-7.82	eV
energy relative to the best compared isomer or geometry (same formula, charge and spin)	15.8	kcal/mol
orbital gap	8.707	eV

=====

Entry 3:
Computed, not measured: 2 unconnected molecules or ions with the total composition C11H15N, with the ωB97M-V functional and the def2-TZVPD basis.

CARTESIAN COORDINATES (ANGSTROEM)
C -0.887 -3.505 1.120
C 0.491 -2.902 0.829
H -0.872 -4.587 1.050
H -1.147 -3.210 2.138
H -1.651 -3.056 0.494
H 1.008 -3.240 -0.064
H 1.168 -3.211 1.637
H 0.440 -1.824 0.932
C 0.694 1.470 2.222
C 0.464 0.905 -1.473
C -0.147 1.247 -0.248
C 0.877 1.144 0.768
C 2.016 0.767 0.129
C -0.160 1.164 -2.690
C -1.505 1.491 -2.604
C -1.455 1.757 -0.206
C -2.130 1.829 -1.405
N 1.797 0.693 -1.231
H 2.532 0.407 -1.851
H 0.357 1.199 -3.637
H 2.991 0.727 0.592
H -2.046 1.578 -3.535
H -1.685 2.317 0.678
H -0.363 1.562 2.453
H 1.206 2.393 2.496
H -3.145 2.204 -1.416
H 1.151 0.681 2.822

Results
lowest unoccupied orbital energy	0.91	eV
HOMO	-7.75	eV
energy relative to the best compared isomer or geometry (same formula, charge and spin)	14.0	kcal/mol
orbital gap	8.658	eV

=====

Entry 4:
Computed, not measured: 2 unconnected molecules or ions with the total composition C11H15N, with the ωB97M-V functional and the def2-TZVPD basis.

CARTESIAN COORDINATES (ANGSTROEM)
C 0.346 1.855 -1.018
C 1.841 2.033 -1.323
H -0.222 2.700 -1.379
H -0.001 1.012 -1.631
H 0.204 1.527 0.000
H 2.075 1.805 -2.365
H 2.623 1.629 -0.695
H 2.029 3.123 -1.340
C 0.246 0.427 2.737
C -1.426 -1.190 -0.131
C -0.252 -0.971 0.613
C -0.686 -0.401 1.908
C -2.007 -0.543 1.949
C -1.350 -1.620 -1.459
C -0.082 -1.975 -1.838
C 1.069 -1.208 0.131
C 1.104 -1.703 -1.157
N -2.516 -1.045 0.732
H -3.465 -0.792 0.528
H -2.211 -1.674 -2.097
H -2.691 -0.105 2.661
H 0.056 -2.281 -2.874
H 1.805 -1.065 0.908
H 1.243 0.099 2.465
H 0.153 0.545 3.828
H 2.056 -1.664 -1.680
H 0.060 1.485 2.525

Results
lowest unoccupied orbital energy	0.94	eV
HOMO	-7.97	eV
energy relative to the best compared isomer or geometry (same formula, charge and spin)	33.5	kcal/mol
orbital gap	8.903	eV

=====

Entry 5:
Computed, not measured: 2 unconnected molecules or ions with the total composition C11H15N, with the ωB97M-V functional and the def2-TZVPD basis.

CARTESIAN COORDINATES (ANGSTROEM)
C -1.154 -3.301 1.665
C 0.074 -2.436 2.167
H -2.077 -2.955 2.187
H -1.248 -3.560 0.656
H -0.983 -4.258 2.194
H -0.448 -1.583 2.607
H 0.589 -2.075 1.261
H 0.729 -2.821 2.850
C -0.183 1.386 2.365
C 0.788 0.399 -1.167
C -0.212 0.752 -0.210
C 0.406 1.249 0.997
C 1.790 1.217 0.800
C 0.571 0.313 -2.577
C -0.793 0.104 -2.867
C -1.476 0.843 -0.550
C -1.727 0.329 -1.897
N 2.103 0.642 -0.525
H 2.938 0.647 -1.043
H 1.480 0.238 -3.274
H 2.636 1.540 1.249
H -1.088 -0.365 -3.737
H -2.200 1.098 0.200
H -0.702 2.307 2.426
H 0.631 1.500 3.098
H -2.801 0.209 -2.146
H -0.677 0.459 2.787

Results
lowest unoccupied orbital energy (alpha / beta)	-3.79 / -7.23	eV
2S+1	2
expectation value of S²	0.77
charge	+1
HOMO (alpha / beta)	-13.32 / -13.18	eV
energy relative to the best compared isomer or geometry (same formula, charge and spin)	60.0	kcal/mol
orbital gap (alpha / beta)	9.524 / 5.951	eV

=====

Entry 6:
Computed, not measured: a gas-phase ion, C11H15N2 (charge +1), with the ωB97M-V functional and the def2-TZVPD basis.

CARTESIAN COORDINATES (ANGSTROEM)
C 2.324 0.040 -3.578
C 1.495 1.087 -3.217
C 2.144 -1.188 -2.860
C 0.673 0.989 -2.086
C 1.058 -1.357 -1.991
C 0.337 -0.262 -1.569
C -0.998 -1.657 1.228
C -0.812 -0.346 -0.580
C -0.483 0.473 0.773
C -1.363 1.786 1.066
C -0.403 -0.413 3.171
N -0.537 -0.578 1.751
N -1.134 -1.683 -0.046
H 3.097 0.218 -4.332
H 1.581 1.954 -3.807
H 2.642 -2.148 -3.152
H 0.205 1.894 -1.778
H 0.795 -2.336 -1.802
H -1.044 -2.510 1.835
H -1.790 -0.008 -1.026
H 0.445 0.856 0.617
H -0.707 2.444 1.660
H -2.305 1.424 1.421
H -1.519 2.509 0.161
H -0.556 0.580 3.374
H -0.908 -1.060 3.820
H 0.589 -0.482 3.310
H -1.377 -2.564 -0.505

Results
lowest unoccupied orbital energy	-2.83	eV
charge	+1
HOMO	-12.33	eV
energy relative to the best compared isomer or geometry (same formula, charge and spin)	20.3	kcal/mol
orbital gap	9.505	eV

=====

Entry 7:
Computed, not measured: 2 unconnected molecules or ions with the total composition C11H15N2O, with the ωB97M-V functional and the def2-TZVPD basis.

CARTESIAN COORDINATES (ANGSTROEM)
C -2.645 1.551 3.510
O -1.438 1.871 2.811
C -1.612 2.074 1.423
C -1.535 0.733 0.729
C -0.412 -0.072 0.913
C -0.360 -1.323 0.313
C -1.428 -1.758 -0.451
N -2.497 -0.965 -0.603
C -2.579 0.258 -0.044
H -3.093 2.471 3.872
H -2.379 0.914 4.342
H -3.360 1.031 2.873
H -2.565 2.555 1.215
H -0.790 2.705 1.102
H 0.406 0.270 1.525
H 0.518 -1.930 0.463
H -1.431 -2.725 -0.922
H -3.269 -1.298 -1.166
H -3.470 0.837 -0.217
N 2.290 -0.936 -1.985
C 3.222 -1.864 -2.374
C 4.425 -1.224 -2.481
C 4.214 0.142 -2.149
C 2.889 0.292 -1.851
H 1.318 -1.121 -1.840
H 2.949 -2.892 -2.539
H 5.356 -1.682 -2.769
H 4.954 0.925 -2.137
H 2.323 1.161 -1.559

Results
lowest unoccupied orbital energy	-4.88	eV
charge	+1
HOMO	-10.72	eV
energy relative to the best compared isomer or geometry (same formula, charge and spin)	7.8	kcal/mol
orbital gap	5.834	eV

=====

Entry 8:
Computed, not measured: a gas-phase ion, C11H15N2O5 (charge +1), with the ωB97M-V functional and the def2-TZVPD basis.

CARTESIAN COORDINATES (ANGSTROEM)
N 3.837 1.261 1.049
C 2.909 0.536 0.170
C 2.352 1.462 -0.905
O 2.064 2.756 -0.450
C 1.155 0.853 -1.678
C 0.043 0.422 -0.784
C -0.821 1.327 -0.184
C -1.798 0.859 0.685
C -2.666 1.884 1.348
O -2.159 2.854 1.794
O -3.966 1.570 1.515
C -1.922 -0.502 0.940
C -1.051 -1.383 0.322
C -1.079 -2.868 0.539
C -1.547 -3.625 -0.695
O -1.019 -4.607 -1.065
O -2.691 -3.136 -1.257
N -0.107 -0.897 -0.517
H 4.291 0.569 1.636
H 3.291 1.811 1.703
H 3.461 -0.252 -0.334
H 2.118 0.044 0.754
H 3.130 1.586 -1.650
H 1.528 2.734 0.349
H 1.498 0.046 -2.322
H 0.762 1.630 -2.324
H -0.734 2.383 -0.363
H -4.469 1.742 0.706
H -2.673 -0.873 1.614
H -1.716 -3.084 1.388
H -0.077 -3.183 0.809
H -2.483 -2.385 -1.827
H 0.541 -1.535 -0.963

Results
lowest unoccupied orbital energy	-5.18	eV
charge	+1
HOMO	-12.78	eV
orbital gap	7.604	eV